No. 1
The following is a DFT calculation (ωB97M-V with the def2-TZVPD basis set) of a molecular structure, C5H13NO9P2Pt in a non-equilibrium geometry.

XYZ file:
```
31
Properties=species:S:1:pos:R:3:lowdin_charge:R:1
Pt 0.153 -0.917 -0.417 1.328
N -0.368 -1.374 -2.738 -0.024
C -1.431 -2.360 -2.917 -0.220
C -1.101 -3.699 -2.309 -0.007
C -1.166 -3.702 -0.703 -0.493
O -1.364 -4.770 -0.215 0.388
O -1.005 -2.566 -0.167 -0.122
H -0.622 -0.478 -3.150 0.114
H 0.510 -1.688 -3.157 0.119
H -1.609 -2.545 -3.991 0.156
H -2.368 -1.960 -2.515 0.145
H -0.081 -4.030 -2.528 0.151
H -1.803 -4.471 -2.630 0.146
C 0.016 2.989 2.457 -0.016
C 0.235 1.783 1.609 -0.514
O -0.802 0.904 1.492 0.019
P 1.734 0.729 1.995 0.474
O 3.013 1.548 1.739 -0.012
O 1.607 0.515 3.545 -0.032
O 1.691 -0.517 1.194 -0.322
P 0.664 2.347 -0.252 0.397
O -0.705 3.064 -0.580 -0.055
O 1.837 3.198 -0.139 -0.136
O 0.667 1.028 -0.988 -0.397
H 0.081 2.711 3.517 0.119
H -0.971 3.431 2.287 0.118
H 0.783 3.739 2.264 0.111
H -1.668 1.305 1.700 0.168
H 3.401 2.106 2.421 0.143
H 1.317 -0.336 3.887 0.130
H -0.643 4.016 -0.710 0.125
```

The calculation puts the energy above the lowest of the compared OMol25 structures with the same formula, charge and spin at 58.0 kJ/mol. For the HOMO energy (spin up / spin down), the calculation gives -16.1 / -17.4 eV. As for the charge: +2. The value obtained for the total energy is -47121.0023 eV. Its multiplicity is 5. The value obtained for the frontier orbital gap (spin up / spin down) is 10.0 / 6.5 eV. The expectation value of S² is 6.0181.

---

No. 2
The following is a DFT calculation (ωB97M-V with the def2-TZVPD basis set) of 2 unconnected molecules or ions with the total composition C5H13NOP in a non-equilibrium geometry.

XYZ file:
```
21
Properties=species:S:1:pos:R:3:lowdin_charge:R:1
C -0.457 2.065 1.057 -0.586
C -1.555 -0.916 -1.256 0.031
C 0.603 -2.427 -0.858 0.003
C 1.447 -0.530 0.944 -0.072
C -0.182 -1.147 -0.664 -0.260
N 0.215 -0.363 0.286 0.129
O -1.654 2.260 0.609 -0.091
P 0.677 2.794 -0.053 0.924
H -2.137 -1.467 -0.580 0.093
H -1.606 -1.248 -2.299 0.108
H -1.528 0.180 -1.321 0.092
H 1.107 -2.913 -0.049 0.079
H 1.542 -2.390 -1.435 0.123
H -0.046 -3.136 -1.401 0.109
H 1.905 -1.443 0.837 0.063
H 2.146 0.307 0.916 0.102
H 1.138 -0.422 1.977 0.107
H -0.360 1.615 1.994 0.061
H -2.454 1.791 0.881 0.129
H -0.181 3.799 -0.403 -0.064
H 1.379 3.590 0.817 -0.081
```

The calculation puts the energy above the lowest of the compared OMol25 structures with the same formula, charge and spin at 183.1 kJ/mol. For the HOMO energy (spin up / spin down), the calculation gives -10.3 / -13.3 eV. As for the charge: +1. The value obtained for the total energy is -18208.8192 eV. Its multiplicity is 3. The value obtained for the frontier orbital gap (spin up / spin down) is 6.7 / 5.1 eV. The expectation value of S² is 2.0132.

---

No. 3
The following is a DFT calculation (ωB97M-V with the def2-TZVPD basis set) of a single C5H13NOS molecule in a non-equilibrium geometry.

XYZ file:
```
21
Properties=species:S:1:pos:R:3:lowdin_charge:R:1
C -0.841 2.669 2.225 -0.403
S 0.569 1.504 2.130 0.798
C 0.755 1.054 0.435 -0.560
C 0.176 -0.309 0.190 -0.302
C 0.091 -0.763 -1.228 -0.399
N 1.259 -1.437 -1.765 0.033
C -1.001 -1.969 -1.273 -0.219
O -1.361 -2.213 -2.627 -0.079
H -0.328 3.627 2.265 0.008
H -1.349 2.651 3.202 0.032
H -1.598 2.650 1.413 0.052
H 1.860 0.998 0.226 0.091
H 0.373 1.883 -0.142 0.075
H 0.742 -1.166 0.701 0.143
H -0.852 -0.404 0.688 0.120
H -0.342 0.086 -1.956 0.172
H 1.083 -2.028 -2.567 0.073
H 2.112 -0.939 -1.655 0.061
H -0.634 -2.812 -0.723 0.112
H -1.926 -1.569 -0.838 0.107
H -1.271 -3.125 -2.915 0.083
```

The calculation puts the energy above the lowest of the compared OMol25 structures with the same formula, charge and spin at 171.5 kJ/mol. For the HOMO energy, the calculation gives -8.4 eV. The value obtained for the total energy is -19767.3243 eV. Its SMILES is CSCC[C@@H](N)CO. The value obtained for the frontier orbital gap is 9.3 eV.

---

No. 4
The following is a DFT calculation (ωB97M-V with the def2-TZVPD basis set) of a molecular structure, C5H13NOSi in a non-equilibrium geometry.

XYZ file:
```
21
Properties=species:S:1:pos:R:3:lowdin_charge:R:1
C 2.367 -0.576 0.071 -0.322
C 3.416 0.216 0.636 -0.040
C -1.561 -0.807 -0.548 -0.148
C -1.513 1.304 1.676 -0.194
C -0.408 2.116 -0.935 -0.175
N 2.190 -1.415 -0.713 0.236
O 0.903 -0.001 0.895 -0.261
Si -0.449 0.605 0.310 0.378
H 4.028 0.706 -0.196 0.119
H 4.224 -0.365 1.107 0.091
H 2.969 0.951 1.429 0.130
H -0.983 -1.563 -0.938 -0.041
H -2.451 -1.157 0.070 0.052
H -1.942 -0.232 -1.363 -0.014
H -0.945 1.740 2.540 0.043
H -2.370 1.931 1.409 0.034
H -1.937 0.463 2.197 0.005
H -0.976 3.015 -0.716 0.012
H 0.616 2.293 -1.219 -0.007
H -0.942 1.790 -1.907 0.040
H 1.287 -1.765 -0.810 0.063
```

The calculation puts the energy above the lowest of the compared OMol25 structures with the same formula, charge and spin at 205.0 kJ/mol. For the HOMO energy, the calculation gives -9.4 eV. The value obtained for the total energy is -16810.3940 eV. The value obtained for the frontier orbital gap is 10.2 eV.

---

No. 5
The following is a DFT calculation (ωB97M-V with the def2-TZVPD basis set) of a molecular structure, C5H13NP in a non-equilibrium geometry.

XYZ file:
```
20
Properties=species:S:1:pos:R:3:lowdin_charge:R:1
C -0.101 -1.297 0.826 -0.073
C -1.628 0.471 0.122 -0.274
C 0.956 -0.518 -0.662 -0.333
C 1.084 -1.556 -1.710 -0.184
C 0.341 2.333 0.304 -0.294
N -0.832 -0.155 1.305 -0.099
P -0.194 1.086 -0.973 1.008
H -0.870 -1.962 0.448 0.101
H 0.511 -1.720 1.693 0.138
H -2.345 -0.311 -0.306 0.117
H -2.322 1.335 0.377 0.114
H 1.984 -0.397 -0.166 0.111
H 0.869 -2.556 -1.566 0.041
H 2.186 -1.534 -2.130 0.126
H 0.488 -1.338 -2.646 0.089
H 1.412 2.272 0.311 0.043
H -0.009 2.348 1.244 -0.013
H -0.011 3.312 -0.109 0.071
H -1.427 -0.397 2.044 0.145
H -0.093 0.585 1.597 0.166
```

The calculation puts the energy above the lowest of the compared OMol25 structures with the same formula, charge and spin at 218.7 kJ/mol. For the HOMO energy, the calculation gives -13.4 eV. As for the charge: +1. The value obtained for the total energy is -16165.3562 eV. The value obtained for the frontier orbital gap is 10.2 eV.

---

No. 6
The following is a DFT calculation (ωB97M-V with the def2-TZVPD basis set) of a single C5H13NS molecule in a non-equilibrium geometry.

XYZ file:
```
20
Properties=species:S:1:pos:R:3:lowdin_charge:R:1
C 1.087 1.824 -1.403 -0.134
N 0.907 0.537 -0.746 -0.094
C -0.198 0.489 0.184 -0.420
C 0.181 1.182 1.548 -0.059
C -0.597 -0.932 0.580 -0.240
C -0.863 -1.840 -0.619 -0.576
S -1.223 -3.605 -0.242 0.673
H 0.152 2.384 -1.384 0.075
H 1.252 1.652 -2.467 0.070
H 1.823 2.560 -1.056 0.074
H 1.778 0.087 -0.476 0.124
H -0.985 1.094 -0.253 0.131
H 0.970 0.584 2.027 0.072
H -0.594 1.110 2.313 0.072
H 0.606 2.160 1.328 0.066
H -1.498 -0.947 1.184 0.113
H 0.264 -1.400 1.066 0.115
H -0.023 -1.908 -1.322 0.055
H -1.648 -1.572 -1.328 0.059
H -1.394 -3.459 1.065 -0.174
```

The calculation puts the energy above the lowest of the compared OMol25 structures with the same formula, charge and spin at 79.3 kJ/mol. For the HOMO energy, the calculation gives -8.6 eV. The value obtained for the total energy is -17720.4288 eV. Its SMILES is CN[C@H](C)CCS. The value obtained for the frontier orbital gap is 9.6 eV.

---

No. 7
The following is a DFT calculation (ωB97M-V with the def2-TZVPD basis set) of a single C5H13NS2 molecule in a non-equilibrium geometry.

XYZ file:
```
21
Properties=species:S:1:pos:R:3:lowdin_charge:R:1
S 0.200 0.887 3.500 0.671
C 0.673 1.640 1.881 -0.546
C 1.568 0.778 1.005 -0.272
C 0.966 -0.500 0.474 -0.265
N -0.346 -0.300 -0.125 -0.089
C -0.717 -1.212 -1.223 -0.312
C -1.648 -0.483 -2.165 -0.547
S -2.296 -1.672 -3.403 0.681
H 1.174 1.422 4.247 -0.162
H -0.307 1.778 1.441 0.044
H 1.122 2.582 2.140 0.060
H 2.465 0.624 1.608 0.106
H 1.869 1.366 0.128 0.114
H 0.813 -1.240 1.271 0.107
H 1.701 -0.933 -0.201 0.114
H -1.049 -0.146 0.580 0.103
H 0.210 -1.488 -1.717 0.109
H -1.155 -2.061 -0.713 0.107
H -2.513 -0.094 -1.627 0.064
H -1.169 0.372 -2.636 0.076
H -1.561 -1.321 -4.464 -0.162
```

The calculation puts the energy above the lowest of the compared OMol25 structures with the same formula, charge and spin at 79.6 kJ/mol. For the HOMO energy, the calculation gives -8.6 eV. The value obtained for the total energy is -28555.8050 eV. Its SMILES is SCCCNCCS. The value obtained for the frontier orbital gap is 9.5 eV.

---

No. 8
The following is a DFT calculation (ωB97M-V with the def2-TZVPD basis set) of 2 unconnected molecules or ions with the total composition C5H13O2 in a non-equilibrium geometry.

XYZ file:
```
20
Properties=species:S:1:pos:R:3:lowdin_charge:R:1
C 0.097 2.076 0.634 -0.561
O 0.376 3.310 0.154 -0.393
C -0.123 1.054 -0.510 -0.226
C -0.978 -0.188 -0.228 -0.252
C -0.273 -1.341 0.490 -0.282
C 0.233 -0.997 1.880 -0.133
H -0.837 2.121 1.234 0.076
H 0.914 1.700 1.294 0.068
H -0.601 1.653 -1.290 0.092
H 0.855 0.758 -0.933 0.091
H -1.825 0.129 0.394 0.098
H -1.415 -0.588 -1.149 0.084
H -0.959 -2.183 0.586 0.090
H 0.567 -1.644 -0.125 0.089
H -0.477 -0.371 2.439 0.074
H 0.413 -1.886 2.499 0.057
H 1.145 -0.409 1.902 0.054
H 1.180 -0.350 -2.862 0.020
H 0.454 -1.653 -3.072 0.023
O 1.254 -1.189 -3.336 -0.070
```

The calculation puts the energy above the lowest of the compared OMol25 structures with the same formula, charge and spin at 99.8 kJ/mol. For the HOMO energy, the calculation gives -2.2 eV. As for the charge: -1. The value obtained for the total energy is -9490.2933 eV. The value obtained for the frontier orbital gap is 5.7 eV.

---

No. 9
The following is a DFT calculation (ωB97M-V with the def2-TZVPD basis set) of 2 unconnected molecules or ions with the total composition C5H13O2 in a non-equilibrium geometry.

XYZ file:
```
20
Properties=species:S:1:pos:R:3:lowdin_charge:R:1
C 1.661 -0.394 0.375 -0.283
O 1.161 -1.712 0.545 -0.065
C 0.547 0.651 0.415 -0.193
C -0.464 0.483 -0.685 -0.412
C -1.878 1.027 -0.237 -0.072
C -0.071 1.190 -1.986 -0.088
H 2.296 -0.362 -0.512 0.109
H 2.281 -0.078 1.230 0.112
H 0.107 0.570 1.400 0.112
H 1.064 1.624 0.425 0.119
H -0.736 -0.544 -0.888 0.123
H -2.360 1.727 -0.922 0.058
H -1.788 1.611 0.680 0.062
H -2.576 0.211 -0.064 0.071
H 0.042 2.254 -1.750 0.077
H 0.847 0.804 -2.413 0.066
H -0.884 1.092 -2.705 0.069
H 1.161 -1.846 1.509 0.091
H -0.260 -4.127 2.308 -0.236
O -0.149 -4.182 3.275 -0.720
```

The calculation puts the energy above the lowest of the compared OMol25 structures with the same formula, charge and spin at 161.8 kJ/mol. For the HOMO energy, the calculation gives -2.1 eV. As for the charge: -1. The value obtained for the total energy is -9489.6507 eV. The value obtained for the frontier orbital gap is 5.2 eV.

---

No. 10
The following is a DFT calculation (ωB97M-V with the def2-TZVPD basis set) of 2 unconnected molecules or ions with the total composition C5H13O3 in a non-equilibrium geometry.

XYZ file:
```
21
Properties=species:S:1:pos:R:3:lowdin_charge:R:1
C -0.430 1.908 -0.230 -0.563
O -1.355 2.758 -0.105 -0.303
C -0.421 0.774 1.059 -0.171
C 0.580 -0.312 0.844 -0.283
C 0.325 -1.402 -0.139 -0.222
C -1.094 -1.945 -0.237 -0.301
O -1.446 -2.570 0.960 -0.119
H -0.687 1.263 -1.094 0.078
H 0.495 2.384 -0.184 0.048
H -0.103 1.428 1.823 0.067
H -1.429 0.489 1.278 0.073
H 0.678 -0.843 1.896 0.127
H 1.530 -0.021 0.720 0.053
H 0.789 -1.091 -1.102 0.112
H 0.931 -2.252 0.243 0.112
H -1.929 -1.168 -0.470 0.144
H -1.115 -2.785 -0.935 0.104
H -1.507 -1.923 1.733 0.114
H 1.794 1.746 -1.286 -0.015
H 1.964 1.673 -2.781 0.010
O 2.432 1.890 -1.993 -0.066
```

The calculation puts the energy above the lowest of the compared OMol25 structures with the same formula, charge and spin at 206.1 kJ/mol. For the HOMO energy, the calculation gives -2.3 eV. As for the charge: -1. The value obtained for the total energy is -11536.4065 eV. The value obtained for the frontier orbital gap is 5.9 eV.

---

Question: Number 4 is which compound?
Answer: C5H13NOSi

---

Question: Which of these has the lowest energy above the lowest of the compared OMol25 structures with the same formula, charge and spin?
Answer: C5H13NO9P2Pt

---

Question: Which value of energy above the lowest of the compared OMol25 structures with the same formula, charge and spin does entry 1 give?
Answer: 58.0 kJ/mol